A single C4H7N3 molecule. Source: the Open Molecules 2025 dataset; level of theory: the ωB97M-V functional and the def2-TZVPD basis.

Properties
Strongest force on any atom ... 0.9 eV Å⁻¹
HOMO-LUMO gap ... 8.537 eV
Lowest unoccupied orbital energy ... 0.036 hartree
Structure (SMILES) ... [H]/N=C1/CC(N)=CN1

Structure (ORCA input):
```
! RIJCOSX wB97M-V def2-TZVPD def2/J DEFGRID3
* xyz 0 1
H -3.331 0.210 0.010
N -2.562 -0.447 -0.020
C -1.385 0.004 0.163
C -0.247 -0.987 0.142
C 0.970 -0.113 -0.083
N 2.274 -0.622 -0.062
C 0.588 1.170 0.013
N -0.820 1.277 0.289
H -0.613 -1.701 -0.598
H -0.143 -1.534 1.087
H 2.981 0.076 -0.261
H 2.412 -1.451 -0.628
H 1.205 2.067 0.061
H -1.328 2.052 -0.114
*
```

Mulliken atomic charge list, values in e, 2 entries: 0.226, -0.637


A molecular structure, C4H7N3. Source: the Open Molecules 2025 dataset; level of theory: the ωB97M-V functional and the def2-TZVPD basis.

Properties
Strongest force on any atom ... 0.6 eV Å⁻¹
HOMO-LUMO gap ... 9.253 eV
Lowest unoccupied orbital energy ... 0.027 hartree

Structure (ORCA input):
```
! RIJCOSX wB97M-V def2-TZVPD def2/J DEFGRID3
* xyz 0 1
C -1.714 0.846 -0.045
C -0.773 -0.338 0.033
N 0.208 -0.417 -1.025
C 1.449 -0.374 -0.461
N 2.596 -0.519 -0.973
C 0.987 -0.134 0.960
N 1.118 0.053 2.153
H -2.375 0.793 -0.921
H -1.147 1.781 -0.110
H -2.357 0.892 0.843
H -1.281 -1.294 0.217
H -0.086 -0.120 1.561
H 0.050 -0.756 -1.962
H 3.325 -0.415 -0.271
*
```

Mulliken atomic charge list, values in e, 2 entries: -1.053, -0.434


A single C4H7N3 molecule. Source: the Open Molecules 2025 dataset; level of theory: the ωB97M-V functional and the def2-TZVPD basis.

Properties
Strongest force on any atom ... 0.3 eV Å⁻¹
HOMO-LUMO gap ... 10.217 eV
Lowest unoccupied orbital energy ... 0.032 hartree
Structure (SMILES) ... Cc1cn(C)nn1

Structure (ORCA input):
```
! RIJCOSX wB97M-V def2-TZVPD def2/J DEFGRID3
* xyz 0 1
C 0.600 2.362 -0.523
C -0.075 1.079 -0.161
C 0.431 -0.007 0.503
N -0.534 -0.957 0.398
C -0.343 -2.398 0.382
N -1.579 -0.477 -0.290
N -1.322 0.749 -0.610
H 0.630 2.464 -1.614
H 0.086 3.239 -0.120
H 1.635 2.367 -0.168
H 1.346 -0.147 1.063
H -0.123 -2.691 -0.648
H -1.255 -2.903 0.707
H 0.504 -2.672 1.017
*
```

Mulliken atomic charge list, values in e, 2 entries: -1.046, 0.122


2 unconnected molecules or ions with the total composition C4H7N3. Source: the Open Molecules 2025 dataset; level of theory: the ωB97M-V functional and the def2-TZVPD basis.

Properties
Strongest force on any atom ... 3.4 eV Å⁻¹
HOMO-LUMO gap ... 8.557 eV
Lowest unoccupied orbital energy ... 0.012 hartree
Structure (SMILES) ... [H]/N=N/[H].c1cc[nH]c1

Structure (ORCA input):
```
! RIJCOSX wB97M-V def2-TZVPD def2/J DEFGRID3
* xyz 0 1
H -1.753 -2.037 -1.975
N -0.959 -2.750 -2.013
N -0.356 -2.376 -1.045
H 0.466 -2.980 -0.942
C 1.014 1.867 0.711
C -0.385 1.915 0.968
C -0.859 0.695 0.734
N 0.170 -0.070 0.359
C 1.364 0.601 0.437
H 1.713 2.677 0.804
H -0.804 2.857 1.189
H -1.874 0.243 0.681
H -0.076 -0.932 -0.098
H 2.337 0.290 0.191
*
```

Mulliken atomic charge list, values in e, 2 entries: 0.263, -0.564


2 unconnected molecules or ions with the total composition C4H7N3. Source: the Open Molecules 2025 dataset; level of theory: the ωB97M-V functional and the def2-TZVPD basis.

Properties
Strongest force on any atom ... 3.4 eV Å⁻¹
HOMO-LUMO gap ... 9.785 eV
Lowest unoccupied orbital energy ... 0.036 hartree
Structure (SMILES) ... C=N/C=N\C.C#N

Structure (ORCA input):
```
! RIJCOSX wB97M-V def2-TZVPD def2/J DEFGRID3
* xyz 0 1
C -0.839 1.939 0.655
N -0.855 1.247 -0.405
C -0.046 0.268 -0.894
N -0.201 -0.977 -0.868
C -1.268 -1.534 0.028
H -1.645 2.708 0.887
H -0.074 1.782 1.394
H 0.782 0.789 -1.376
H -0.765 -2.025 0.986
H -1.748 -2.304 -0.541
H -1.838 -0.601 0.414
C 2.910 -0.445 -0.041
N 1.991 0.143 0.285
H 3.598 -0.991 -0.523
*
```

Mulliken atomic charge list, values in e, 2 entries: -0.227, -0.506


A single C4H7N3 molecule. Source: the Open Molecules 2025 dataset; level of theory: the ωB97M-V functional and the def2-TZVPD basis.

Properties
Strongest force on any atom ... 2.8 eV Å⁻¹
HOMO-LUMO gap ... 8.767 eV
Lowest unoccupied orbital energy ... 0.031 hartree
Structure (SMILES) ... NN1C=CCN=C1

Structure (ORCA input):
```
! RIJCOSX wB97M-V def2-TZVPD def2/J DEFGRID3
* xyz 0 1
N 2.268 -0.049 -0.468
N 0.879 -0.071 -0.185
C 0.193 -1.295 0.059
C -1.090 -1.250 0.373
C -1.741 0.175 0.490
N -1.032 1.354 0.051
C 0.153 1.090 -0.247
H 2.921 0.274 0.355
H 2.363 0.700 -1.255
H 0.731 -2.256 -0.309
H -1.882 -2.120 0.436
H -2.780 0.131 0.006
H -2.004 0.393 1.508
H 0.749 1.921 -0.574
*
```

Mulliken atomic charge list, values in e, 2 entries: -0.877, 0.307


A single C4H7N3 molecule. Source: the Open Molecules 2025 dataset; level of theory: the ωB97M-V functional and the def2-TZVPD basis.

Properties
Strongest force on any atom ... 1.0 eV Å⁻¹
HOMO-LUMO gap ... 7.680 eV
Lowest unoccupied orbital energy ... 0.026 hartree

Structure (ORCA input):
```
! RIJCOSX wB97M-V def2-TZVPD def2/J DEFGRID3
* xyz 0 1
C 0.232 -2.314 -0.657
C 0.294 -1.030 0.105
N -0.076 0.107 -0.433
C -0.056 1.365 0.094
N 0.450 1.480 1.406
C -0.474 2.430 -0.721
N -0.850 3.319 -1.379
H 0.329 -2.142 -1.736
H -0.702 -2.869 -0.491
H 1.056 -2.969 -0.355
H 1.450 1.668 1.422
H 0.615 -0.975 1.138
H -0.391 0.071 -1.401
H -0.020 2.205 1.934
*
```

Mulliken atomic charge list, values in e, 2 entries: -1.058, -0.071


A gas-phase ion, C4H7N3 (charge +2). Source: the Open Molecules 2025 dataset; level of theory: the ωB97M-V functional and the def2-TZVPD basis.

Properties
Strongest force on any atom ... 3.9 eV Å⁻¹
HOMO-LUMO gap (spin up / spin down) ... 8.280 / 8.243 eV
Lowest unoccupied orbital energy (spin up / spin down) ... -0.409 / -0.410 hartree

Structure (ORCA input):
```
! RIJCOSX wB97M-V def2-TZVPD def2/J DEFGRID3
* xyz 2 1
C 0.816 1.727 0.013
C -0.990 0.053 0.046
C 2.260 -1.363 0.117
C -0.748 1.367 0.080
N 1.627 0.841 -0.005
N 1.443 -0.437 -0.041
N -1.617 -1.025 0.002
H 0.975 2.846 -0.017
H 3.309 -1.186 0.026
H 2.027 -2.447 -0.124
H -1.053 1.704 1.082
H -0.897 1.914 -0.866
H -2.708 -0.936 0.096
H -1.260 -1.970 0.022
*
```

Mulliken atomic charge list, values in e, 2 entries: -0.065, 0.361